Entry from the Open Molecules 2025 dataset: a 20-piece molecular cluster, C61H167N5O20 overall (ωB97M-V/def2-TZVPD).

The geometry in XYZ format:
```
253
Properties=species:S:1:pos:R:3:forces:R:3
C -3.71471 -0.04540 -2.94014 -1.3 0.0 0.1
C -3.17550 -1.26219 -2.19817 -0.3 0.2 0.5
O -3.95897 -2.37145 -2.62906 0.3 0.0 -0.1
H -3.74150 -0.23759 -4.01854 0.3 0.1 0.1
H -3.21900 0.89223 -2.71002 0.4 0.0 -0.1
H -4.79625 0.11548 -2.67423 0.9 -0.3 0.0
H -3.22819 -1.10677 -1.09972 -0.2 -0.2 -0.5
H -2.11412 -1.45187 -2.41223 -0.2 0.0 -0.2
H -4.40826 -2.83605 -1.90372 0.2 0.1 0.4
C -2.24771 -2.24615 3.29406 -0.7 0.7 -0.4
C -1.32796 -1.01927 3.60379 0.2 -2.1 -1.6
O -0.33789 -1.40951 4.52497 -0.3 0.5 0.3
H -2.47114 -2.85858 4.21762 -0.1 1.0 -0.9
H -1.70388 -2.93105 2.61802 -0.3 0.3 0.1
H -3.19231 -1.85338 2.74046 1.4 -1.0 1.0
H -1.80746 -0.21648 4.03773 -1.5 1.6 1.0
H -0.92040 -0.62562 2.63129 0.1 -0.4 0.8
H 0.24300 -1.97281 4.02100 1.1 -0.8 -0.6
C 2.27095 3.61377 1.14440 -1.4 0.9 -0.9
C 1.42206 3.37509 2.41820 4.0 -0.3 0.1
O 0.52182 2.33921 2.33360 -0.6 -0.3 0.0
H 3.15489 4.26301 1.30573 -0.7 -0.2 0.1
H 1.60243 4.03801 0.34863 0.6 0.1 0.5
H 2.61823 2.70408 0.68402 0.2 -0.7 0.3
H 1.12963 4.31905 2.84400 -1.1 0.4 0.0
H 2.18112 3.01804 3.12933 -0.1 0.1 0.3
H -0.35155 2.66536 2.11715 -1.1 0.3 -0.2
C 0.30538 0.89246 -1.00610 2.1 0.6 1.6
C 0.73995 -0.21946 -0.04100 0.2 -1.1 0.5
O 1.41480 0.13840 1.18394 -1.2 1.9 -0.6
H -0.42824 1.50510 -0.53902 -1.0 0.6 0.1
H 0.03395 0.53947 -1.98051 -0.4 -0.3 -0.4
H 1.20607 1.56405 -1.12598 -0.8 -0.7 -0.1
H 1.46052 -0.78881 -0.59148 0.5 -0.7 -0.3
H -0.02846 -0.94234 0.30830 -0.3 0.5 -0.8
H 0.95060 0.98575 1.49971 1.0 -1.2 0.1
C -6.60066 -2.72925 1.48895 -0.3 0.1 0.1
C -6.50739 -3.13651 0.03518 0.5 -1.4 0.9
C -7.05513 -2.05079 -0.82463 -0.4 0.4 -0.6
O -5.19754 -3.48132 -0.34651 1.1 -0.4 0.4
H -6.41740 -3.53308 2.21116 0.3 0.1 -0.3
H -7.67287 -2.52802 1.55973 0.1 0.6 0.7
H -5.94408 -1.85989 1.69745 -0.6 -0.4 0.0
H -7.08613 -4.08688 -0.02486 -0.2 0.6 -0.4
H -8.12570 -2.20371 -0.81565 -0.4 0.3 -0.2
H -6.70494 -2.10001 -1.86089 0.0 -0.1 0.2
H -6.86750 -1.03598 -0.43599 0.2 -0.4 0.0
H -4.85891 -4.15715 0.31772 0.0 0.5 -0.7
C -2.26336 5.19512 -3.90853 0.8 0.0 1.7
C -3.57326 5.19209 -3.12944 0.9 1.8 -0.2
C -4.45153 4.13255 -3.55504 -2.5 -1.8 -1.6
O -3.36286 5.10475 -1.73410 0.7 -0.6 0.6
H -1.63611 5.99530 -3.46048 -0.2 -0.3 -0.8
H -2.34484 5.21417 -4.98492 -0.2 0.5 -0.3
H -1.74606 4.26392 -3.66007 0.1 -0.2 0.0
H -4.04962 6.17017 -3.24729 -0.1 0.0 -0.1
H -4.03609 3.14230 -3.36497 0.2 -0.1 0.2
H -4.64500 4.13887 -4.66234 0.1 0.2 0.9
H -5.42975 4.19236 -3.03104 0.5 -0.1 -0.4
H -2.99787 4.21394 -1.55056 -0.3 0.7 0.0
C 4.56631 0.02802 0.63330 -0.2 -0.7 0.6
C 5.92091 -0.54596 1.05584 0.1 0.8 2.2
C 7.09871 0.32348 0.62370 -0.1 -0.3 -0.5
O 6.04515 -0.79942 2.55680 -1.0 0.9 -1.1
H 4.22570 0.93924 1.18316 0.6 -0.5 -0.6
H 3.79318 -0.72269 0.76148 -0.2 -0.1 0.6
H 4.51437 0.08632 -0.44993 0.3 0.8 -0.2
H 6.02734 -1.54454 0.63662 0.1 0.0 0.2
H 8.03537 -0.06906 1.11724 -0.9 0.6 -0.9
H 6.92645 1.39138 0.85197 0.2 -0.5 0.3
H 7.08074 0.27987 -0.50175 0.7 -0.1 0.9
H 5.59523 -0.09130 3.09431 0.6 -0.6 -1.1
C -4.02900 1.63652 2.19794 -0.5 0.8 -0.6
C -2.85890 2.04233 1.25846 -0.8 -2.6 1.6
C -3.51163 2.36087 -0.07943 -0.4 -0.6 0.4
O -2.04491 2.99225 1.85041 -0.2 1.9 -0.2
H -4.65360 2.55406 2.02692 -0.4 -1.1 1.0
H -3.81371 1.43525 3.26330 0.3 0.5 -0.6
H -4.50476 0.70685 1.81087 0.0 0.8 0.1
H -2.25609 1.12717 1.27643 0.3 0.1 -1.0
H -4.15427 1.47763 -0.34338 0.6 0.9 0.1
H -2.74012 2.44607 -0.83381 0.1 0.3 -0.4
H -4.18057 3.25252 0.01917 0.7 -0.6 -0.3
H -2.54181 3.87542 1.85443 0.6 -0.5 0.0
C 2.92932 3.92403 -4.02965 -1.0 -0.1 -0.4
C 1.81602 3.25480 -4.85872 -0.6 0.5 -0.5
C 2.12839 3.33855 -6.35210 0.2 0.1 -0.1
O 1.61607 1.88721 -4.44120 0.3 0.7 -0.1
H 3.91004 3.52308 -4.29031 -0.1 0.1 -0.1
H 2.74286 3.74380 -2.98777 0.0 -0.2 0.6
H 2.90452 5.01490 -4.15812 0.1 -0.3 -0.2
H 0.80981 3.75165 -4.76071 1.0 0.0 0.4
H 2.03412 4.34952 -6.71864 -0.3 0.6 0.1
H 1.42938 2.75295 -6.96475 0.5 -0.1 0.3
H 3.18596 3.14324 -6.53713 -0.1 -0.7 -0.1
H 0.75482 1.69112 -4.82405 -0.2 -0.3 0.0
C 6.74153 1.04690 -5.17588 2.1 1.0 0.8
C 6.56279 0.21772 -6.38620 0.8 -2.1 1.0
C 7.86408 -0.33069 -6.97667 -1.4 0.1 -0.2
O 5.86608 -0.93633 -5.91125 -0.9 -0.8 -0.4
H 7.24075 2.00985 -5.33323 -0.3 0.1 -0.3
H 7.42027 0.56154 -4.44704 -0.6 -0.2 -0.3
H 5.78804 1.18943 -4.73786 -0.9 0.4 0.7
H 5.98670 0.71129 -7.10903 -0.8 0.9 -1.3
H 8.43363 0.48492 -7.34080 1.1 0.8 0.0
H 7.64839 -0.91972 -7.86339 -0.1 -0.4 0.1
H 8.35268 -0.93047 -6.22129 0.3 0.0 0.0
H 4.89960 -0.80726 -5.79029 0.6 0.2 0.0
C -4.07422 -5.07174 -6.29427 0.9 0.5 0.4
C -3.20060 -4.61622 -5.13217 1.6 1.2 0.1
C -1.73594 -5.12667 -5.27240 -0.7 -0.3 1.2
O -3.20132 -3.13531 -5.24148 0.1 -0.9 0.8
H -4.92281 -4.37421 -6.19141 -0.2 -1.0 -0.5
H -4.25081 -6.15341 -6.18141 -0.4 0.5 -0.4
H -3.50575 -4.84318 -7.23978 -0.7 -0.3 0.8
H -3.53821 -4.95802 -4.13682 -0.4 0.4 -0.4
H -1.29304 -4.66321 -6.10519 0.6 0.7 -1.2
H -1.71660 -6.20148 -5.46672 -0.1 -0.1 0.1
H -1.07403 -4.93079 -4.40171 -0.7 0.0 -0.4
H -3.46363 -2.71610 -4.38926 0.1 -0.8 -0.4
C -0.72298 0.52051 -7.64978 1.4 -0.5 -0.4
C -1.60903 1.66141 -7.30630 -1.3 1.0 1.0
C -2.93474 1.07128 -6.88541 -0.6 -0.9 0.2
O -1.01864 2.41334 -6.16775 -0.5 -0.3 -0.6
H 0.27573 0.88580 -7.86896 0.3 -0.1 -0.2
H -1.07237 -0.08679 -8.49317 -0.1 0.5 0.0
H -0.62924 -0.22085 -6.84111 -0.2 0.5 0.2
H -1.85124 2.43530 -8.07497 0.8 -0.9 0.0
H -3.65036 1.89180 -6.76396 -0.3 -0.4 0.1
H -2.77483 0.52582 -5.92919 -0.3 0.5 -0.5
H -3.30883 0.28339 -7.61583 0.3 1.2 0.7
H -1.60677 3.15860 -5.92925 0.4 -0.7 -0.3
C 2.70334 0.38504 4.85114 0.1 1.5 0.5
C 2.31049 -0.24766 6.15328 -0.4 -1.7 0.5
C 3.07134 0.32836 7.34808 1.1 -1.8 -0.3
O 0.95050 -0.08412 6.48348 -1.7 0.3 -1.1
H 2.51989 -0.08422 3.91123 -0.6 -0.8 -0.4
H 3.75777 0.59071 4.87691 0.7 0.2 -0.1
H 2.19208 1.35388 4.84204 0.1 0.1 -0.3
H 2.41933 -1.36343 6.06047 0.6 0.7 0.4
H 2.64723 -0.01421 8.29040 -0.2 0.0 -0.1
H 3.13603 1.38482 7.33653 -0.4 1.2 -0.1
H 4.12698 -0.00800 7.33057 -0.4 0.0 0.0
H 0.38624 -0.47936 5.74300 0.9 0.3 1.0
C -1.89821 4.35962 5.63763 1.7 0.1 -0.7
C -0.87586 3.17593 5.54568 -1.8 0.9 -1.0
C 0.49427 3.58473 5.90558 1.9 1.4 0.3
O -1.32441 2.08025 6.28445 0.1 -0.8 0.5
H -1.36997 5.20949 5.10197 -0.8 -0.6 0.7
H -2.16804 4.63662 6.65137 0.3 0.1 0.2
H -2.81009 4.13630 5.11124 -0.3 -0.2 -0.3
H -0.87594 2.90039 4.48518 0.1 -0.1 -0.1
H 0.97705 4.16098 5.07949 -0.4 -0.4 0.5
H 1.13680 2.71263 6.07158 -0.1 0.1 0.1
H 0.54533 4.26215 6.78981 -0.1 -0.6 -0.3
H -0.59874 1.42324 6.26076 -0.4 0.2 0.3
C -1.28303 -5.04322 -1.58527 0.0 -1.5 -0.3
C -0.48069 -5.61269 -0.43304 0.5 1.2 -0.1
C 1.03794 -5.32349 -0.61852 -1.3 0.0 -0.2
O -1.01841 -5.04540 0.78757 1.4 -0.6 0.1
H -1.15986 -5.67859 -2.49670 0.6 0.9 0.5
H -1.09026 -3.98687 -1.69838 0.0 0.3 -0.4
H -2.32499 -5.23271 -1.39291 -0.7 0.4 0.4
H -0.62727 -6.66404 -0.42570 -0.2 -1.2 0.2
H 1.32685 -5.79746 -1.58439 0.2 0.2 0.9
H 1.62997 -5.64289 0.26123 -0.2 0.0 -0.7
H 1.09337 -4.23985 -0.75321 0.4 0.0 0.1
H -0.36255 -5.31396 1.48960 -0.8 0.6 -0.6
C 1.25904 -2.24484 -3.33865 -1.9 0.1 0.4
C 2.29785 -1.23631 -3.63063 1.4 1.5 -1.1
C 3.56949 -1.63963 -2.91862 1.2 -0.2 0.9
O 3.34634 -2.05688 -1.58084 -0.9 0.1 0.2
C 4.31007 -2.90746 -1.02878 0.3 0.1 0.5
N 2.77568 -1.18313 -5.08367 -1.3 -0.1 0.0
H 1.20592 -2.63622 -2.31780 0.6 0.2 -0.1
H 1.37421 -3.06420 -4.00891 -0.1 -0.9 -0.5
H 0.27434 -1.79495 -3.47302 -0.2 -0.2 -0.4
H 1.91484 -0.20088 -3.47358 0.7 -0.7 0.6
H 4.37416 -0.90079 -2.89663 -0.2 0.5 -0.3
H 4.01184 -2.47331 -3.46467 -0.1 -0.3 -0.3
H 5.28830 -2.40417 -0.97078 -0.1 -0.3 -0.3
H 4.40388 -3.85039 -1.58501 0.0 0.1 0.0
H 4.01676 -3.12717 0.01940 0.0 0.1 -0.6
H 2.56552 -2.08792 -5.49023 0.5 -0.6 0.1
H 2.13162 -0.62714 -5.65936 0.3 0.4 0.6
C 3.43487 -2.87845 3.24283 0.8 -1.0 -0.5
C 2.28512 -3.60308 2.56940 -1.1 0.4 0.6
C 1.72359 -4.70097 3.48680 1.7 0.6 1.1
O 0.59475 -5.34069 2.98442 0.4 0.0 -1.6
C -0.41704 -5.63082 3.84891 -1.7 -0.7 2.7
N 1.22982 -2.58238 2.43254 -1.1 -2.1 -0.7
H 3.29642 -2.69101 4.28786 -0.4 0.0 0.7
H 3.73687 -1.94770 2.80875 -0.4 0.7 -0.6
H 4.34281 -3.43500 3.13188 0.7 -0.7 0.2
H 2.52722 -4.12124 1.62501 0.3 0.6 0.1
H 1.44612 -4.18744 4.41030 0.0 -0.1 0.2
H 2.55678 -5.41148 3.71800 -0.7 0.1 -0.1
H -1.28124 -6.01006 3.33391 -0.4 0.4 -0.9
H -0.77389 -4.80296 4.53178 0.7 -0.4 -0.9
H -0.25231 -6.50825 4.50408 0.8 0.4 0.1
H 0.59678 -2.92928 1.69075 0.2 0.7 0.6
H 1.59607 -1.69690 2.17561 0.3 1.0 -0.6
C -3.56530 -7.94380 1.91108 0.8 -0.3 0.0
C -4.14008 -6.86550 0.96414 0.6 -0.4 -0.3
C -5.61346 -7.21909 0.72007 1.2 -2.0 1.0
O -5.74754 -8.60769 0.28671 -0.2 1.3 1.1
C -5.42638 -8.80276 -1.06546 -0.1 -0.2 0.8
N -4.00227 -5.47247 1.43791 -0.9 0.2 0.5
H -3.63914 -9.01783 1.56162 -0.3 1.4 0.3
H -3.97547 -7.82698 2.91786 -0.5 -0.2 -0.1
H -2.50685 -7.75981 2.09323 0.3 0.1 -0.3
H -3.60857 -6.90269 -0.00898 -0.1 0.0 0.5
H -6.07614 -6.55836 0.02724 -0.7 0.7 -0.4
H -6.01634 -7.22759 1.73323 -0.8 0.3 -0.2
H -4.64955 -9.55243 -1.13839 0.3 -0.2 -0.2
H -5.09944 -7.86681 -1.44258 0.5 0.7 -1.0
H -6.31705 -9.12884 -1.56227 -0.4 -0.3 -0.7
H -4.36626 -5.30001 2.39441 0.4 -0.5 -0.9
H -3.06102 -5.09005 1.37800 0.1 -0.4 -0.1
C 7.07325 2.57690 6.96267 -1.2 -0.4 -1.1
C 5.83657 2.29286 6.02905 1.2 0.7 -0.3
C 4.77335 3.37365 6.09746 -1.7 -0.8 -0.4
O 5.21500 4.49717 5.41133 0.7 0.6 0.1
C 4.34509 5.57236 5.55716 -0.7 1.5 -0.3
N 6.25695 2.07832 4.64018 0.8 -2.5 0.6
H 6.78495 2.63738 8.00238 0.0 0.0 0.3
H 7.57524 3.48091 6.65425 0.1 0.4 0.0
H 7.73481 1.73724 6.77945 0.3 -0.1 0.4
H 5.48374 1.30857 6.25107 -0.8 -0.3 0.9
H 4.52088 3.63087 7.12725 0.2 0.0 0.4
H 3.77283 3.11842 5.63324 0.9 -0.5 0.3
H 4.90070 6.47804 5.24969 -0.3 -0.4 0.2
H 3.95712 5.74933 6.59516 0.5 -0.4 -0.6
H 3.43868 5.52049 4.89862 0.6 -0.3 0.3
H 6.61366 2.86934 4.19478 0.4 1.8 -0.6
H 7.08357 1.43361 4.70926 -1.1 0.6 -0.4
C -1.30045 6.59779 0.84888 -0.2 0.3 -0.2
C -2.48843 6.64398 1.81741 1.7 -1.1 -0.4
C -3.26252 7.84724 1.46183 0.1 1.9 0.7
O -2.50326 9.02322 1.77246 0.3 -1.6 0.2
C -3.20525 10.19510 1.58060 -1.2 -0.2 0.0
N -3.33647 5.43613 1.59410 0.9 1.0 0.0
H -1.61263 6.26548 -0.13985 -0.3 -0.2 -0.1
H -0.50135 5.96051 1.16224 0.5 -0.5 0.4
H -0.90234 7.59737 0.69317 0.1 0.1 0.2
H -2.09256 6.69815 2.84952 -0.5 -0.2 -0.3
H -4.18957 7.94708 2.03971 -0.3 -0.3 -0.4
H -3.39605 7.79713 0.38618 -0.7 0.2 -0.4
H -2.60106 10.93661 2.04202 0.3 1.1 0.1
H -4.19997 10.17596 2.07532 0.4 0.0 0.0
H -3.39933 10.36798 0.52245 0.1 0.3 -0.2
H -4.12201 5.63911 2.17476 -1.1 -0.5 0.3
H -3.63241 5.51832 0.61662 -0.1 -0.3 0.2
```
Forces are in eV/Å.

Results
HOMO-LUMO gap in eV: 9.54
Max |F| in eV/Å: 3.96
Energy in eV: -114360.2782